[1]
Entry from OMol25: a structure of composition C19H29MoN9OS2 (ωB97M-V with the def2-TZVPD basis set).

Element x y z (Å)
C 4.112 -2.000 0.713
N -1.918 -0.970 -0.637
N -0.352 0.892 -2.215
H -2.943 -0.255 -2.341
C 3.167 -1.720 -0.275
N -0.056 -0.806 1.416
C -2.459 2.427 1.790
S -3.516 -1.388 2.997
H 6.546 -3.322 -1.228
C 0.985 -1.654 1.087
H -0.240 2.984 -2.262
H -1.543 -1.758 -1.155
H -1.867 3.706 0.178
C -0.896 -1.176 2.573
C -2.610 2.932 0.372
N 1.449 0.041 -0.359
O -4.762 -0.890 2.468
H -1.077 1.279 2.806
H 4.871 -2.837 -2.980
H -3.601 3.366 0.229
H 6.065 -2.775 1.134
S 0.956 2.730 0.077
H 2.723 -1.786 -2.378
H -1.373 -2.913 3.850
H -3.972 -1.122 -1.224
H -2.570 3.428 -2.014
H 3.030 3.868 -1.355
C 2.200 2.050 -0.970
H -4.398 1.304 -1.006
C 1.180 -2.901 1.622
H 0.395 -4.386 3.011
C 5.599 -2.872 -0.960
N 3.008 2.900 -1.627
H -0.847 0.165 -2.719
Mo -0.454 0.705 0.056
C -3.137 -0.425 -1.283
H -0.633 -0.514 3.413
N -2.303 -0.886 2.233
H 2.001 -3.505 1.263
H 3.897 -1.756 1.747
C 5.329 -2.569 0.367
H -0.418 2.532 2.042
C 4.658 -2.596 -1.946
N -1.113 1.797 1.937
C 1.877 -1.113 0.103
C -0.911 2.217 -2.622
H -3.020 1.855 -2.619
C -2.287 2.377 -2.008
H 3.829 2.524 -2.079
H -2.182 -1.330 0.278
C -3.507 0.853 -0.565
H -0.975 2.311 -3.706
C -0.701 -2.591 3.062
N 2.328 0.770 -1.148
N -2.371 1.826 -0.604
H 0.617 0.830 -2.526
H -3.741 0.606 0.468
C 0.276 -3.386 2.614
H -3.212 1.682 2.028
H -2.586 3.255 2.485
C 3.451 -2.011 -1.608

Calculated values
<S²>: 2.120
Orbital gap (spin up / spin down), Ha: 0.24153 / 0.24668
Multiplicity: 3
Total charge: +2
Relative energy (zero: lowest compared OMol25 entry of this formula, charge and spin), eV: 0.000
Energy, Ha: -2173.541067

Atomic partial charges in e from the Löwdin method, atoms 1 to 5: C -0.029; N -0.039; N -0.043; H 0.109; C -0.196


[2]
Entry from OMol25: an isolated molecule of C19H29N at a distorted geometry (ωB97M-V with the def2-TZVPD basis set).

Element x y z (Å)
H -0.959 -2.415 2.540
C -0.006 2.326 -1.841
H -0.922 0.607 -2.579
C -3.130 -0.884 -0.398
C 3.954 2.629 0.165
H 0.762 -0.584 1.710
H 1.107 -0.150 -1.258
C 0.997 2.212 1.343
C -3.543 -2.346 -0.239
H -0.177 2.865 -2.735
H -1.038 -4.714 0.687
C 0.331 -2.253 0.326
H 0.696 -3.041 0.922
C -1.547 -0.981 -0.585
H 3.534 0.617 -0.400
C 2.048 3.592 -1.343
C -1.018 1.203 -1.659
C -1.531 -1.708 1.928
H 1.825 4.175 -2.233
C 1.130 -0.982 0.748
C -2.117 -3.086 -0.028
H -0.997 0.981 0.564
H -3.344 -0.267 0.602
H 0.619 1.521 2.008
H 4.006 4.492 -1.099
H 0.181 2.901 1.079
C -1.168 -2.028 0.433
H -1.212 -0.620 2.195
H 0.584 -2.399 -0.765
C -0.785 0.408 -0.384
C 1.151 2.461 -0.996
H -3.610 -0.306 -1.241
H 1.750 2.953 1.503
C 3.109 1.393 0.280
H 3.297 1.003 1.322
H -2.745 -4.888 0.552
C 1.514 1.524 0.091
H -4.297 -2.402 0.614
C 0.798 0.155 -0.264
H -1.742 -3.387 -0.999
N -1.972 -4.234 0.782
H -1.140 -1.382 -1.580
H 4.863 2.470 -0.361
H -4.143 -2.834 -1.107
H -2.094 1.660 -1.652
H -2.601 -1.715 2.106
H 2.219 -1.266 0.851
H 4.055 2.992 1.127
C 3.308 3.734 -0.731

Calculated values
Structure (SMILES): C[C@]12CC[C@H]3[C@@H](CC=C4C=CCC[C@@]43C)[C@@H]1CC[C@@H]2N
Orbital gap, Ha: 0.31151
Relative energy (zero: lowest compared OMol25 entry of this formula, charge and spin), eV: 3.046
Energy, Ha: -796.017604

Atomic partial charges in e from the Löwdin method, atoms 1 to 5: H 0.086; C -0.002; H 0.118; C -0.144; C -0.194


[3]
Entry from OMol25: a structure of composition C19H29N2OYb at a distorted geometry (ωB97M-V with the def2-TZVPD basis set).

Element x y z (Å)
H 2.317 0.626 -2.484
H -2.848 -0.345 0.831
H -2.629 1.719 0.575
H -4.637 -2.142 -0.056
C -2.865 -0.951 -1.314
H -3.269 -3.263 -0.124
C 1.476 -1.377 -0.917
H -3.250 -1.851 -1.806
C 2.458 -0.411 -0.620
C -2.091 6.285 1.425
H 2.535 -2.117 3.303
H -0.023 -2.134 -2.288
H -0.155 -3.431 1.301
H 4.455 0.293 1.804
C 0.249 3.293 0.904
H 0.944 -0.821 -2.933
H 0.858 -2.476 2.865
H 1.324 3.098 0.751
C -1.949 2.544 0.793
H 0.591 5.391 1.218
C 0.275 -3.281 0.299
H 0.772 -4.226 0.021
H -3.507 4.023 0.971
C 1.227 -2.135 0.244
Yb 0.750 0.126 0.785
H 1.637 -2.428 -2.781
C -2.691 -1.228 0.188
H -1.487 8.224 1.739
H -1.971 -0.705 -1.902
H 2.894 0.688 2.514
H -0.570 -3.167 -0.398
C -2.430 3.831 0.984
H -1.654 -1.493 0.457
H 2.756 1.677 -1.161
H 3.930 0.541 -1.803
H -0.161 7.138 1.439
C 1.676 -1.761 2.719
C 2.831 -0.565 0.750
C 2.874 0.659 -1.548
C 3.414 0.527 1.554
O -3.298 6.511 1.493
C -3.676 -2.391 0.413
C -0.171 4.609 1.119
H 1.361 -0.800 3.178
C -1.543 4.900 1.178
C 2.024 -1.615 1.293
H -3.888 -2.661 1.447
N -1.152 7.282 1.600
H 3.428 1.486 1.021
N -0.622 2.247 0.834
H -3.596 -0.154 -1.460
C 0.981 -1.695 -2.275

Calculated values
<S²>: 0.751
Orbital gap (spin up / spin down), Ha: 0.29584 / 0.25366
Multiplicity: 2
Total charge: +2
Relative energy (zero: lowest compared OMol25 entry of this formula, charge and spin), eV: 0.000
Energy, Ha: -2084.235058

Atomic partial charges in e from the Löwdin method, atoms 1 to 5: H 0.088; H 0.076; H 0.102; H 0.094; C -0.112


[4]
Entry from OMol25: a structure of composition C19H29N3O3S at a distorted geometry (ωB97M-V with the def2-TZVPD basis set).

Element x y z (Å)
H -4.232 0.100 1.620
C -3.834 -2.270 1.498
H 3.163 -2.216 -1.639
H 0.147 0.108 -0.801
C -2.189 -0.559 -2.890
C -3.648 -0.858 -1.085
C -1.262 2.523 0.026
H -3.028 2.454 1.169
C -3.503 -0.370 -2.345
H 4.880 -0.044 2.336
O -2.673 -2.077 1.032
S 2.009 -3.729 -0.045
H -2.069 -0.100 -3.935
C 1.133 0.066 -0.575
C 0.891 2.170 1.089
H -0.566 -2.835 0.293
H -1.731 1.187 1.479
H -4.254 0.118 -2.806
H 0.006 2.514 -1.970
C 0.782 2.666 -1.182
H -0.343 -1.159 -2.661
C 5.236 0.387 1.172
H 3.361 -0.571 -1.926
C 1.254 0.734 0.898
N 0.032 2.517 -0.076
O 4.274 0.295 0.384
O -1.932 2.566 -1.044
H -4.407 -0.722 -0.598
H 1.280 3.509 -1.189
H 0.542 2.155 2.083
C -1.420 -1.465 -1.018
C -2.033 2.119 1.314
H -3.344 -0.526 3.070
C 4.196 -0.994 -0.165
C 1.085 -2.088 -0.390
C -2.660 -1.592 -0.117
N -0.260 -2.348 -0.309
H 1.880 1.080 -2.262
H 2.591 1.696 -0.746
C -4.213 -0.803 2.442
H -4.575 -2.503 1.054
H -5.143 -0.991 2.862
H 6.188 0.057 1.098
H 2.261 0.337 1.354
H 0.447 -0.106 1.590
H -1.726 2.924 2.344
H 5.360 1.571 1.526
C 1.616 1.535 -1.269
C 3.014 -1.214 -1.125
H 1.695 2.713 1.061
H 3.815 -1.660 0.748
H 5.039 -1.373 -0.678
C -1.225 -0.905 -2.201
N 1.681 -1.074 -1.002
H -3.587 -2.952 2.507

Calculated values
Orbital gap, Ha: 0.29337
Relative energy (zero: lowest compared OMol25 entry of this formula, charge and spin), eV: 19.327
Energy, Ha: -1528.897198

Atomic partial charges in e from the Löwdin method, atoms 1 to 5: H 0.097; C -0.194; H 0.108; H 0.067; C -0.106


[5]
Entry from OMol25: a cluster of 4 separate species, C19H29N5O3 in total at a distorted geometry (ωB97M-V with the def2-TZVPD basis set).

Element x y z (Å)
C -3.300 3.571 0.435
H -0.045 3.245 0.985
H 0.217 1.079 2.215
H 0.760 1.564 -0.478
C -0.248 1.418 0.052
H 6.931 2.299 -4.984
N -0.748 2.778 0.399
C -3.118 -4.163 3.047
H 5.458 0.577 -6.476
H -3.497 3.484 -0.685
N 2.364 -2.426 -0.842
H -0.946 0.940 -0.713
C 5.638 0.523 -5.413
H 5.046 -3.613 0.585
N -2.735 -2.689 1.435
H 5.397 -0.701 -2.476
H 6.820 1.364 -2.436
H 2.546 -4.421 -0.103
O -4.007 2.447 3.951
C -1.534 -3.287 1.715
H 2.840 -0.402 -1.322
H -3.757 1.421 -1.423
C 3.182 -1.329 -0.887
H -1.033 -0.071 1.528
H -6.115 1.425 1.533
C 4.382 -1.673 -0.313
C 6.407 1.422 -4.634
C 6.369 0.974 -3.336
C 5.157 -0.445 -4.565
H -3.356 4.694 0.648
H 1.422 -2.464 -1.196
C -5.166 1.630 0.939
H -0.989 -4.846 3.148
H -4.441 0.759 1.151
H 5.237 -1.022 -0.200
H -2.157 4.203 2.593
C 4.283 -3.026 0.097
H 4.536 -1.308 -4.751
H 0.767 -0.376 1.099
C -4.441 2.998 1.448
H -2.442 1.675 0.993
C -3.596 2.821 2.833
C -3.704 -3.213 2.247
H -3.623 -4.758 3.794
H -0.639 -3.006 1.181
C 3.025 -3.463 -0.239
N -2.168 3.164 2.509
C -1.743 -4.209 2.710
H -2.881 -1.974 0.741
C -2.063 2.748 1.077
N 5.602 -0.160 -3.302
C -0.021 0.438 1.303
H -4.725 -2.868 2.184
H -5.285 3.727 1.739
O -4.436 0.828 -1.028
O -5.401 1.677 -0.515

Calculated values
Structure (SMILES): CCN[C@@H]1C[C@@H](COO)C(=O)N1.c1cc[nH]c1.c1cc[nH]c1.c1cc[nH]c1
Orbital gap, Ha: 0.30998
Relative energy (zero: lowest compared OMol25 entry of this formula, charge and spin), eV: 0.000
Energy, Ha: -1240.671037

Atomic partial charges in e from the Löwdin method, atoms 1 to 5: C -0.071; H 0.112; H 0.083; H 0.111; C -0.275


[6]
Entry from OMol25: a structure of composition C19H30BaN5O5S5Sb at a distorted geometry (ωB97M-V with the def2-TZVPD basis set).

Element x y z (Å)
C -3.196 1.446 -3.234
S -2.452 -0.079 -3.360
H 3.678 -2.577 2.675
Ba -0.464 0.697 -1.031
C -5.491 0.680 -1.129
S -6.409 -0.728 -1.786
N 0.071 2.894 0.502
H -1.814 3.830 0.294
C 1.803 2.814 -1.393
S -2.760 2.607 -2.013
H 1.290 -1.641 -2.277
H 4.231 -2.996 1.062
C -3.604 -1.543 0.948
C 0.711 3.720 -0.578
H 6.759 -2.186 -1.566
H 5.533 0.010 -1.832
H 0.002 -2.504 2.882
C 0.808 0.788 1.888
S -2.751 -2.695 3.069
H 1.166 -2.144 -0.563
H -1.357 2.237 2.860
C 5.814 -2.006 -1.039
C 1.034 2.347 1.516
N -0.317 -2.152 1.973
H 5.290 -2.955 -0.964
H -5.049 -2.408 2.405
O 0.555 0.497 3.068
H -6.262 2.058 -2.443
C 2.590 -3.296 -1.757
O 3.001 2.908 -1.030
H 4.664 -1.228 -2.746
O -2.279 1.349 1.274
C -4.041 -2.201 2.078
N -5.821 1.932 -1.525
H 1.219 4.602 -0.163
H -5.070 2.619 -1.362
C 1.842 -2.012 -1.411
N -4.548 0.394 -0.261
C 3.694 -0.908 1.299
H 2.498 -2.734 1.354
C -1.640 -2.064 1.792
H 3.316 -3.157 -2.565
H 1.875 -4.069 -2.064
C 4.993 -0.941 -1.745
H 3.117 -3.680 -0.891
H -3.247 1.286 1.050
O 0.972 -0.149 0.979
C 3.499 -2.401 1.614
H -2.853 3.101 2.312
C -1.138 3.513 1.097
Sb 3.119 -0.256 -0.750
H 0.220 -1.303 1.643
H 4.745 -0.641 1.374
S -4.389 1.873 -4.325
H 3.132 -0.265 1.974
H 2.054 2.483 1.135
H -0.885 4.393 1.712
O 1.365 1.991 -2.248
N -2.245 -1.506 0.760
H 6.090 -1.672 -0.038
C -4.526 -0.989 -0.090
C -1.955 2.553 1.991
C -5.460 -1.723 -0.791
H 0.953 2.904 2.464
H -0.061 4.071 -1.266
H -5.614 -2.792 -0.809

Calculated values
Orbital gap, Ha: 0.18476
Total charge: -2
Relative energy (zero: lowest compared OMol25 entry of this formula, charge and spin), eV: 0.413
Energy, Ha: -3648.855265

Atomic partial charges in e from the Löwdin method, atoms 1 to 5: C -1.914; S 0.226; H 0.055; Ba 1.643; C -0.679


[7]
Entry from OMol25: a structure of composition C19H30BrInN6O2PSe at a distorted geometry (ωB97M-V with the def2-TZVPD basis set).

Element x y z (Å)
N -2.202 2.830 -2.631
N 0.795 -2.500 -0.428
C 3.489 1.418 2.935
H 0.088 2.270 -6.353
C -1.578 0.927 -6.200
N -0.461 3.495 -3.794
C 4.577 1.934 4.987
H -3.110 3.584 -0.924
H 1.872 -4.283 -0.325
C 1.578 -1.833 -1.432
H 0.456 -4.353 -1.364
Se -0.654 4.844 -1.305
H -1.385 0.460 -7.152
C -1.058 2.512 -4.536
H 1.929 -2.893 1.794
H 2.644 -1.922 -1.204
H -3.847 0.710 -3.654
N -1.815 -2.228 0.285
P -0.255 -1.638 0.543
Br 3.452 0.655 1.184
C -0.622 -1.149 3.065
H -3.365 -2.758 1.582
H -3.123 1.809 -1.060
N 0.061 -2.024 2.140
H -4.202 2.793 -2.071
C 3.343 2.450 5.420
O -0.202 -0.187 0.235
H -3.275 -0.327 -5.831
H -2.861 -4.030 0.477
H 1.192 -3.260 3.370
H -1.850 -1.120 -1.462
C -2.491 -3.204 1.092
H 3.229 2.880 6.405
C -1.150 3.679 -2.646
C -3.213 2.747 -1.613
C 1.348 -2.486 2.615
N 2.316 1.888 3.337
C 2.264 2.411 4.566
H -0.775 -1.672 4.010
H 5.572 1.023 3.299
H 1.412 -2.270 -2.419
H 1.327 -0.773 -1.440
C -2.175 2.076 -3.777
H 0.253 -4.332 0.406
H -0.031 -0.238 3.268
C -0.751 1.940 -5.764
H 0.338 4.047 -4.079
C -2.674 0.479 -5.442
H -1.589 -0.850 2.656
H -2.697 -2.681 -1.566
O 5.671 1.893 5.709
H -1.822 -3.579 1.863
H 1.300 2.807 4.859
H 5.581 2.249 6.606
C -2.484 -1.823 -0.923
C 4.639 1.414 3.676
H 1.909 -1.669 3.081
C 0.838 -3.940 -0.424
In 0.681 2.105 1.265
C -2.996 1.043 -4.225
H -3.441 -1.350 -0.685

Calculated values
Orbital gap (spin up / spin down), Ha: 0.22209 / 0.16410
Total charge: +3
Energy, Ha: -6727.060890

Atomic partial charges in e from the Löwdin method, atoms 1 to 5: N -0.059; N -0.237; C -0.724; H 0.131; C -0.023


[8]
Entry from OMol25: a structure of composition C19H30Cl2MgN3O3 at a distorted geometry (ωB97M-V with the def2-TZVPD basis set).

Element x y z (Å)
C -2.107 1.307 -3.493
H 4.618 -2.342 -0.282
H -1.879 -3.436 3.069
H 1.390 -0.728 -3.278
C 1.835 -4.139 -1.035
H -0.846 -0.495 5.571
C 4.118 -3.247 -0.647
H 2.220 -4.549 -1.974
H 0.743 5.652 0.469
C 1.022 3.722 -0.430
H 2.872 -1.177 0.296
C 1.341 1.465 -1.659
N -3.318 -1.978 2.650
H -2.056 0.260 -3.789
H 1.366 6.921 -1.607
H 4.461 -3.482 -1.664
Cl -1.280 1.808 1.417
C 0.106 0.027 5.435
Mg -0.189 -0.147 0.533
C 1.393 3.020 -1.578
H -2.935 1.409 -2.788
H -4.921 -1.522 3.943
C 1.742 5.119 -2.748
N 0.849 0.124 2.937
H 2.009 5.647 -3.663
C -2.422 -1.234 1.998
H -3.552 -4.053 2.836
H -5.412 -2.185 2.361
O -1.207 -1.459 1.897
O 0.905 -1.788 0.066
H 1.882 -4.924 -0.266
H 0.679 3.174 0.453
H -0.240 -0.610 -3.989
H -3.133 -3.206 4.334
H -0.892 2.722 -2.366
H 2.046 3.139 -3.607
C 0.475 0.076 4.032
H -2.849 -0.348 1.512
H 0.805 -3.797 -1.153
C -4.691 -1.527 2.869
C -2.939 -3.245 3.255
H -2.327 1.929 -4.365
N 2.681 -3.007 -0.658
H -0.071 -1.113 -2.296
C 1.766 3.724 -2.726
C 0.236 0.967 -2.616
C -0.856 1.729 -2.813
Cl -2.315 -0.748 -0.936
H -4.762 -0.510 2.463
H 2.296 1.178 -2.154
C 0.349 -0.452 -3.078
H 0.888 -0.512 5.991
C 1.026 5.121 -0.441
O 1.219 0.883 -0.470
H 4.361 -4.099 0.006
C 2.135 -1.933 -0.063
H -0.007 1.042 5.827
C 1.376 5.829 -1.593

Calculated values
Orbital gap, Ha: 0.23773
Total charge: -1
Energy, Ha: -2252.673998

Atomic partial charges in e from the Löwdin method, atoms 1 to 5: C -0.153; H 0.089; H 0.086; H 0.069; C -0.029